Record 1
The following is a DFT calculation (wB97M-V/def2-TZVPD) of C6H9N3O in the gas phase in a non-equilibrium geometry.

Properties
orbital gap	0.386	Ha
E_HOMO	-9.7032	eV
calculated total energy	-473.4571	Eh

Geometry as ORCA input:
```
! RIJCOSX wB97M-V def2-TZVPD def2/J DEFGRID3
* xyz 0 1
C -0.538 -2.229 2.074
C 0.676 -0.553 1.869
C 0.632 2.523 -0.609
C -0.280 1.350 -0.463
C -0.522 -0.809 -1.786
C 0.250 -0.106 -0.583
N 0.311 -1.443 2.692
N -0.785 -1.868 0.840
N 0.021 -0.795 0.660
O -0.331 2.069 -1.601
H -1.019 -3.058 2.627
H 1.304 0.328 2.069
H 0.429 3.449 -0.124
H 1.682 2.517 -0.800
H -1.164 1.427 0.134
H -1.548 -1.061 -1.612
H 0.082 -1.732 -2.150
H -0.524 -0.005 -2.523
H 1.323 -0.004 -0.713
*
```

Calculated atomic charges, method Löwdin, unit e: C -0.2483; C -0.1438; C -0.0420; C -0.3128; C -0.0191; C -0.2400; N 0.0511; N 0.1077; N -0.1043; O -0.0218; H 0.1171; H 0.1376; H 0.0935; H 0.1024; H 0.1458; H 0.0593; H 0.1116; H 0.0624; H 0.1437

Record 2
The following is a DFT calculation (wB97M-V/def2-TZVPD) of a molecular structure, C20H26InN5O3S2Se3.

Properties
orbital gap	0.246	Ha
E_HOMO	-7.8378	eV
calculated total energy	-9468.0207	Eh

Geometry as ORCA input:
```
! RIJCOSX wB97M-V def2-TZVPD def2/J DEFGRID3
* xyz 0 1
In 0.303 0.485 -0.385
C -0.953 5.028 2.851
S -1.167 3.337 3.448
C -0.408 2.496 2.064
S -1.464 1.796 0.904
N 0.889 2.540 2.072
N 1.461 1.913 0.979
C 2.674 2.210 0.739
C 3.357 1.565 -0.391
C 4.665 1.878 -0.727
C 5.237 1.220 -1.808
C 4.485 0.288 -2.501
C 3.179 0.043 -2.096
N 2.636 0.669 -1.064
H -1.393 5.677 3.606
H 0.102 5.273 2.743
H -1.478 5.176 1.909
H 3.198 2.930 1.362
H 5.213 2.615 -0.155
H 6.255 1.436 -2.103
H 4.893 -0.247 -3.347
H 2.542 -0.678 -2.596
O -3.470 0.686 -2.729
C -2.812 -0.399 -2.094
C -1.784 -1.109 -2.984
C -2.547 -1.778 -4.147
O -3.205 -0.868 -5.000
C -1.192 -2.274 -2.175
Se 0.326 -1.984 -0.948
C -0.708 -0.190 -3.600
Se -0.312 1.516 -2.689
H -2.816 1.408 -2.763
H -3.591 -1.117 -1.825
H -2.356 -0.061 -1.156
H -3.257 -2.505 -3.727
H -1.840 -2.338 -4.767
H -3.604 -0.187 -4.436
H -0.795 -3.024 -2.861
H -1.982 -2.755 -1.596
H -1.032 0.109 -4.595
H 0.220 -0.754 -3.705
C 3.924 -1.541 1.462
O 2.580 -1.101 1.326
H 4.064 -2.547 1.065
H 4.231 -1.530 2.512
H 4.565 -0.858 0.902
H 1.983 -1.855 1.260
Se 0.888 -0.597 3.888
N -0.091 -0.806 2.408
C -1.274 -1.240 2.792
C -2.362 -1.531 1.902
C -3.535 -1.946 2.424
C -3.721 -2.106 3.845
C -2.725 -1.854 4.721
C -1.458 -1.407 4.215
N -0.420 -1.118 4.972
H -2.212 -1.420 0.837
H -4.369 -2.165 1.769
H -4.687 -2.436 4.205
H -2.848 -1.970 5.789
*
```

Calculated atomic charges, method Löwdin, unit e: In 0.1295; C -0.4006; S 0.8005; C -1.1101; S 0.6184; N -0.0489; N -0.0751; C -0.0335; C -0.2600; C -0.0036; C -0.0427; C -0.0252; C -0.1117; N 0.0257; H 0.0298; H 0.0322; H 0.0378; H 0.1418; H 0.1192; H 0.1137; H 0.1125; H 0.0892; O -0.0852; C -0.2528; C -0.5588; C -0.2292; O -0.0534; C -0.5011; Se 0.6729; C -0.5020; Se 0.6331; H 0.0271; H 0.1367; H 0.0500; H 0.1295; H 0.1299; H 0.0705; H 0.0614; H 0.0642; H 0.0609; H 0.0472; C -0.1230; O -0.2493; H 0.0895; H 0.0793; H 0.0728; H 0.0066; Se 1.1423; N -0.2513; C -0.3900; C -0.0386; C -0.0600; C -0.0719; C -0.0234; C -0.3892; N -0.2261; H 0.0704; H 0.1063; H 0.1032; H 0.1125

Record 3
The following is a DFT calculation (wB97M-V/def2-TZVPD) of 2 unconnected molecules or ions with the total composition C2HFIN in a non-equilibrium geometry.

Properties
orbital gap	0.314	Ha
E_HOMO	-9.3966	eV
calculated total energy	-528.9700	Eh

Geometry as ORCA input:
```
! RIJCOSX wB97M-V def2-TZVPD def2/J DEFGRID3
* xyz 0 1
C 0.194 1.743 -0.150
C 0.341 -1.926 0.159
N 1.068 1.396 0.506
F -0.018 -1.845 1.399
I -1.037 -1.159 -1.125
H -0.548 1.791 -0.789
*
```

Calculated atomic charges, method Löwdin, unit e: C -0.1394; C -0.6135; N 0.0826; F -0.0974; I 0.8151; H -0.0474

Record 4
The following is a DFT calculation (wB97M-V/def2-TZVPD) of C15H19N in the gas phase in a non-equilibrium geometry.

Properties
orbital gap	0.339	Ha
E_HOMO	-8.2462	eV
calculated total energy	-637.5233	Eh

Geometry as ORCA input:
```
! RIJCOSX wB97M-V def2-TZVPD def2/J DEFGRID3
* xyz 0 1
N 0.028 0.954 0.507
C -1.197 0.228 0.114
C 0.428 0.366 2.762
C 2.197 1.320 1.249
C -0.406 1.688 2.697
C 1.441 2.656 1.324
C 1.045 0.289 1.342
C -0.018 2.179 1.293
C -0.386 -2.452 -2.968
C -1.258 -2.749 -1.707
C -1.065 -1.091 -3.155
C 0.708 -1.791 -2.086
C -1.912 -1.370 -1.874
C -0.161 -2.055 -0.848
C -0.015 -0.432 -2.235
C -0.862 -0.713 -1.013
H -1.578 -0.312 1.000
H -1.981 0.896 -0.230
H 1.220 0.387 3.519
H -0.246 -0.482 2.940
H 2.701 1.285 0.283
H 2.925 1.213 2.097
H -0.160 2.431 3.479
H -1.507 1.405 2.703
H 1.694 3.240 2.226
H 1.670 3.230 0.420
H 1.321 -0.719 1.059
H -0.724 2.899 0.886
H -0.169 -3.137 -3.802
H -1.776 -3.692 -1.471
H -1.478 -0.695 -4.099
H 1.813 -1.953 -2.179
H -2.965 -1.110 -1.843
H 0.188 -2.445 0.109
H 0.484 0.534 -2.499
*
```

Calculated atomic charges, method Löwdin, unit e: N -0.0857; C -0.0688; C -0.1249; C -0.1279; C -0.1272; C -0.1299; C -0.2807; C -0.3253; C -0.1304; C -0.0886; C -0.1123; C -0.1080; C -0.1213; C -0.1254; C -0.1173; C -0.3194; H 0.1258; H 0.1301; H 0.1055; H 0.0992; H 0.1042; H 0.1202; H 0.1087; H 0.1178; H 0.1145; H 0.1074; H 0.1289; H 0.1414; H 0.1362; H 0.1368; H 0.1410; H 0.1477; H 0.1400; H 0.1357; H 0.1518

Record 5
The following is a DFT calculation (wB97M-V/def2-TZVPD) of C13H17FN2O2 in the gas phase.

Properties
orbital gap	0.353	Ha
E_HOMO	-9.0372	eV
calculated total energy	-865.4456	Eh

Geometry as ORCA input:
```
! RIJCOSX wB97M-V def2-TZVPD def2/J DEFGRID3
* xyz 0 1
C -4.987 -1.935 0.452
C -3.539 -1.736 0.887
C -3.099 -0.272 0.865
C -3.040 0.314 -0.545
C -2.484 1.743 -0.541
C -1.070 1.797 -0.010
O -0.726 2.326 1.030
N -0.157 1.218 -0.826
N 1.170 1.116 -0.418
C 1.969 0.193 -1.006
O 1.558 -0.485 -1.934
C 3.350 0.102 -0.466
C 3.967 1.144 0.223
C 5.261 0.998 0.688
C 5.926 -0.195 0.460
C 5.340 -1.240 -0.232
C 4.050 -1.080 -0.698
H 3.560 -1.867 -1.251
H 5.892 -2.151 -0.399
F 7.183 -0.336 0.918
H 5.759 1.794 1.219
H 3.458 2.082 0.378
H 1.331 1.570 0.473
H -0.360 0.642 -1.634
H -3.101 2.376 0.099
H -2.497 2.149 -1.554
H -4.041 0.338 -0.977
H -2.420 -0.327 -1.177
H -3.785 0.321 1.473
H -2.110 -0.197 1.322
H -2.882 -2.321 0.240
H -3.422 -2.116 1.904
H -5.125 -1.668 -0.592
H -5.653 -1.323 1.057
H -5.276 -2.977 0.574
*
```

Calculated atomic charges, method Löwdin, unit e: C -0.1142; C -0.2663; C -0.2181; C -0.2048; C -0.1096; C -0.4986; O 0.0611; N 0.0994; N 0.1022; C -0.4337; O 0.0633; C -0.1400; C -0.0196; C 0.0014; C -0.2698; C 0.0076; C -0.0043; H 0.1218; H 0.1206; F 0.0663; H 0.1202; H 0.1144; H 0.1420; H 0.1466; H 0.1247; H 0.1201; H 0.1088; H 0.1118; H 0.1198; H 0.1113; H 0.1068; H 0.1040; H 0.0630; H 0.0737; H 0.0679

Record 6
The following is a DFT calculation (wB97M-V/def2-TZVPD) of 2 unconnected molecules or ions with the total composition C8H13N.

Properties
orbital gap	0.369	Ha
E_HOMO	-8.9911	eV
calculated total energy	-367.3771	Eh

Geometry as ORCA input:
```
! RIJCOSX wB97M-V def2-TZVPD def2/J DEFGRID3
* xyz 0 1
N 0.513 1.263 -1.323
C 2.579 0.716 -0.137
C 1.696 0.394 -1.333
H -0.091 1.053 -2.125
H -0.048 1.071 -0.486
H 2.873 1.779 -0.160
H 3.493 0.098 -0.150
H 2.036 0.521 0.803
H 2.251 0.603 -2.268
H 1.447 -0.684 -1.324
C -0.274 -1.308 1.084
C -1.032 -1.702 -0.019
C -0.637 -0.174 1.812
C -2.154 -0.961 -0.395
C -1.759 0.566 1.436
C -2.518 0.172 0.333
H 0.609 -1.890 1.379
H -0.747 -2.594 -0.592
H -0.040 0.136 2.680
H -2.751 -1.271 -1.263
H -2.045 1.458 2.009
H -3.400 0.755 0.038
*
```

Calculated atomic charges, method Löwdin, unit e: N -0.0088; C -0.1194; C -0.3629; H 0.0682; H 0.0289; H 0.0746; H 0.0715; H 0.0519; H 0.1052; H 0.0876; C -0.1138; C -0.1065; C -0.1129; C -0.1027; C -0.1059; C -0.1053; H 0.1112; H 0.1081; H 0.1091; H 0.1065; H 0.1085; H 0.1071

Record 7
The following is a DFT calculation (wB97M-V/def2-TZVPD) of a molecular structure, C46H53NOP2PdSSi in a non-equilibrium geometry.

Properties
orbital gap (alpha / beta)	0.222 / 0.222	Ha
E_HOMO (alpha / beta)	-6.5686 / -6.5688	eV
calculated total energy	-3413.0088	Eh

Geometry as ORCA input:
```
! RIJCOSX wB97M-V def2-TZVPD def2/J DEFGRID3
* xyz 0 1
Pd -0.203 -0.233 -0.014
C 2.018 2.918 5.445
Si 2.074 1.118 4.955
C 1.931 0.053 6.475
C 3.704 0.850 4.126
C 0.490 0.841 3.955
C -0.673 1.391 4.477
C -1.896 1.322 3.815
C -1.912 0.759 2.568
N -0.819 0.210 2.020
C 0.370 0.174 2.703
S 1.606 -0.779 1.943
H 2.859 3.166 6.105
H 1.095 3.178 5.976
H 2.083 3.556 4.557
H 2.774 0.217 7.157
H 1.910 -1.009 6.207
H 1.008 0.285 7.018
H 4.492 1.207 4.802
H 3.764 1.418 3.193
H 3.887 -0.198 3.889
H -0.635 1.904 5.436
H -2.801 1.729 4.244
H -2.816 0.716 1.974
C 0.124 -3.437 -0.596
C -0.127 -2.917 -2.000
P 0.355 -1.139 -2.078
C 2.181 -1.360 -2.189
C 2.718 -2.241 -3.139
C 4.082 -2.465 -3.211
C 4.938 -1.818 -2.325
C 4.421 -0.946 -1.383
C 3.050 -0.711 -1.321
C -0.155 -0.713 -3.771
C 0.740 -0.197 -4.703
C 0.327 0.034 -6.010
C -0.978 -0.242 -6.389
C -1.887 -0.719 -5.451
C -1.481 -0.940 -4.144
P -0.880 -2.440 0.566
C -0.891 -3.422 2.099
C -1.016 -4.811 2.095
C -1.037 -5.513 3.292
C -0.915 -4.842 4.502
C -0.772 -3.463 4.515
C -0.762 -2.757 3.320
C -2.605 -2.625 -0.113
C -3.226 -1.543 -0.747
C -4.542 -1.614 -1.191
C -5.277 -2.771 -0.993
C -4.683 -3.857 -0.365
C -3.368 -3.784 0.069
H 1.171 -3.306 -0.314
H -0.119 -4.493 -0.501
H -1.178 -3.034 -2.258
H 0.457 -3.443 -2.748
H 2.066 -2.748 -3.841
H 4.479 -3.143 -3.957
H 6.007 -1.997 -2.375
H 5.078 -0.443 -0.685
H 2.668 -0.025 -0.587
H 1.761 0.008 -4.417
H 1.033 0.429 -6.731
H -1.293 -0.077 -7.412
H -2.912 -0.917 -5.737
H -2.204 -1.290 -3.414
H -1.088 -5.366 1.168
H -1.142 -6.591 3.276
H -0.926 -5.397 5.432
H -0.661 -2.934 5.454
H -0.644 -1.685 3.333
H -2.683 -0.627 -0.889
H -4.988 -0.752 -1.674
H -6.310 -2.824 -1.315
H -5.250 -4.766 -0.201
H -2.947 -4.647 0.560
C -3.313 2.068 -0.988
C -2.739 3.462 -0.726
C -2.561 3.724 0.770
C -1.423 3.728 -1.440
C -1.336 4.885 -2.209
C -0.171 5.259 -2.859
C 0.933 4.437 -2.726
C 0.887 3.258 -1.985
C 2.146 2.441 -1.795
C 3.067 2.434 -3.014
C 2.910 2.969 -0.575
C -0.295 2.876 -1.308
O -0.370 1.789 -0.534
H -4.302 1.960 -0.524
H -2.643 1.318 -0.580
H -3.415 1.887 -2.062
H -3.456 4.189 -1.112
H -1.777 3.079 1.166
H -3.490 3.538 1.326
H -2.264 4.762 0.940
H -2.215 5.521 -2.283
H -0.127 6.167 -3.450
H 1.864 4.725 -3.206
H 1.832 1.422 -1.590
H 3.529 3.412 -3.171
H 2.526 2.167 -3.923
H 3.885 1.717 -2.866
H 3.186 4.014 -0.744
H 3.827 2.399 -0.390
H 2.283 2.924 0.322
*
```

Results of the Löwdin charge analysis, in e, for atoms 1 through 99: Pd 0.5601; C -0.1804; Si 0.4798; C -0.1767; C -0.2100; C -0.2396; C -0.0841; C -0.0676; C -0.1469; N -0.1122; C -0.7737; S 0.5830; H 0.0352; H 0.0231; H 0.0412; H 0.0335; H 0.0309; H 0.0303; H 0.0359; H 0.0287; H 0.0095; H 0.0981; H 0.1050; H 0.1145; C -0.3635; C -0.3671; P 1.0098; C -0.3422; C -0.1021; C -0.0742; C -0.0749; C -0.0622; C -0.1248; C -0.3268; C -0.0802; C -0.0647; C -0.0758; C -0.0727; C -0.0855; P 1.0013; C -0.3271; C -0.1075; C -0.0752; C -0.0749; C -0.0577; C -0.0906; C -0.3136; C -0.1211; C -0.0714; C -0.0791; C -0.0754; C -0.0767; H 0.0871; H 0.0797; H 0.0741; H 0.0789; H 0.1044; H 0.1048; H 0.1058; H 0.1117; H 0.0384; H 0.0934; H 0.1086; H 0.1053; H 0.1060; H 0.0912; H 0.0915; H 0.1052; H 0.1056; H 0.1083; H 0.0561; H 0.0425; H 0.1079; H 0.1059; H 0.1060; H 0.0823; C -0.0779; C -0.3677; C -0.0635; C -0.1428; C -0.0609; C -0.1061; C -0.0582; C -0.1433; C -0.3884; C -0.0715; C -0.0485; C -0.2845; O -0.2629; H 0.0796; H 0.0211; H 0.0847; H 0.1201; H 0.0585; H 0.0762; H 0.0826; H 0.1043; H 0.0916; H 0.1008

Record 8
The following is a DFT calculation (wB97M-V/def2-TZVPD) of 2 unconnected molecules or ions with the total composition C6H10O.

Properties
orbital gap	0.389	Ha
E_HOMO	-9.5344	eV
calculated total energy	-309.6892	Eh

Geometry as ORCA input:
```
! RIJCOSX wB97M-V def2-TZVPD def2/J DEFGRID3
* xyz 0 1
C -1.180 -1.816 0.432
C -1.316 -0.580 -0.035
C -0.821 0.665 0.647
C 0.368 1.227 -0.147
O 0.549 2.616 0.041
C 1.554 0.453 -0.587
C 0.658 0.686 -1.497
H -1.411 -2.689 -0.171
H -0.791 -2.000 1.432
H 0.950 -1.956 0.334
H -1.729 -0.430 -1.033
H -0.572 0.470 1.700
H -1.599 1.439 0.640
H 0.937 2.736 0.918
H 2.546 0.106 -0.343
H 1.602 -1.621 0.219
H 0.324 0.591 -2.517
*
```

Calculated atomic charges, method Löwdin, unit e: C -0.0598; C -0.2078; C -0.1309; C -0.4926; O -0.0058; C -0.0146; C 0.0296; H 0.0624; H 0.0589; H 0.0546; H 0.1079; H 0.1180; H 0.1175; H 0.0970; H 0.0930; H 0.0624; H 0.1100